A molecular structure, C15H29AgAsN3O7PS. Source: the Open Molecules 2025 dataset; level of theory: the ωB97M-V functional and the def2-TZVPD basis.

Cartesian coordinates (Å):
H: -2.237 -0.911 -0.101
O: -0.888 -0.090 -2.209
H: 0.463 -5.376 -0.797
H: 4.536 2.236 -0.708
C: 0.739 -2.574 -2.666
H: 2.666 -0.441 1.738
H: -2.078 -0.410 3.805
H: -3.627 2.111 1.850
C: 0.493 -3.395 -1.563
C: -2.966 2.206 -0.536
Ag: -0.278 0.903 -0.134
H: -3.862 2.827 -0.710
H: 3.290 3.515 -0.697
H: -4.395 0.757 0.227
H: -0.868 -0.870 2.615
H: -3.024 -1.483 1.869
H: -0.278 1.266 2.238
H: -2.362 2.230 -1.445
C: -2.792 -0.414 1.799
O: 1.327 2.156 1.062
H: 1.313 -2.533 -4.722
N: -1.040 1.149 2.892
H: 1.573 -4.979 -4.920
H: 4.805 2.274 2.123
H: -1.666 3.561 0.303
As: 0.602 -0.627 -2.672
N: -2.472 -0.070 0.418
C: 0.641 -4.772 -1.676
P: 2.776 1.793 0.881
O: 0.455 -3.778 0.994
O: 0.737 -0.353 -4.440
C: -3.433 0.751 -0.300
H: 1.486 0.251 -4.512
O: 1.932 0.155 -2.074
H: -3.144 3.770 2.085
C: 3.135 0.043 0.882
C: 3.466 2.441 -0.643
O: -1.500 -2.750 -0.041
C: -1.668 -0.154 2.818
H: 3.379 2.104 3.173
C: 3.746 2.509 2.230
O: 0.579 -1.484 0.180
C: 1.128 -3.167 -3.867
C: 1.269 -4.542 -3.976
H: 2.707 -0.381 -0.030
H: 4.215 -0.116 0.902
H: -2.433 2.300 3.924
C: -2.757 2.764 1.860
C: -1.817 2.355 3.016
N: -2.130 2.699 0.550
C: 1.025 -5.348 -2.876
H: -3.697 0.119 2.107
H: -3.614 0.314 -1.283
H: 2.946 1.922 -1.455
H: 3.609 3.591 2.237
H: 1.137 -6.424 -2.947
H: -1.103 3.169 3.173
S: -0.046 -2.801 0.046

Output
Relative energy (zero: lowest compared OMol25 entry of this formula, charge and spin) ... 0.7 kcal per mole
Multiplicity ... 1
E_LUMO ... 2.75 eV
Net charge ... -1
Orbital gap ... 0.287 hartree



A molecular structure, C21H19MgNO2S4Se. Source: the Open Molecules 2025 dataset; level of theory: the ωB97M-V functional and the def2-TZVPD basis.

Cartesian coordinates (Å):
H: -5.322 -0.111 -4.214
H: 4.133 0.894 4.631
C: -3.784 0.546 -1.246
H: 2.840 -1.770 -3.249
H: 1.821 -2.690 -2.145
Se: -3.616 1.958 0.021
H: 1.180 -2.165 -3.709
H: -1.111 1.734 -2.651
C: 3.124 -0.815 -0.518
C: 2.109 0.701 1.909
C: 3.056 1.193 2.807
H: 2.848 -1.704 0.057
Mg: -1.828 1.170 1.753
O: -0.697 -0.307 1.324
S: -0.723 3.401 2.133
H: 3.130 -1.347 5.041
C: 0.314 -1.083 1.390
C: -4.704 -0.282 -3.338
C: 1.345 0.997 -0.439
H: -0.144 2.542 -0.549
H: 1.438 -2.222 3.448
C: 1.909 -1.262 3.279
H: -5.082 1.668 -2.529
C: 0.284 1.677 -1.044
H: -0.230 -0.336 -3.707
C: 2.852 -0.770 4.166
H: -2.489 -0.849 -0.237
C: -3.259 -1.684 -2.048
H: 3.685 -0.156 0.140
H: 3.508 2.153 2.592
C: 1.817 -1.875 -2.873
N: 1.840 1.505 0.772
H: -2.725 -2.617 -1.904
C: 1.909 -0.121 -1.073
C: 1.496 -0.526 2.171
C: -3.129 -0.683 -1.097
H: -4.144 -2.280 -3.920
O: 0.380 -2.232 0.963
H: 1.352 2.355 1.058
H: 3.787 -1.131 -1.328
C: -0.260 1.219 -2.224
S: -0.373 2.992 4.149
S: -2.223 2.503 4.872
C: 3.412 0.479 3.937
S: -2.653 0.644 4.053
C: 0.237 0.064 -2.813
C: -4.048 -1.497 -3.177
C: -4.572 0.721 -2.390
C: 1.311 -0.604 -2.244

Output
Relative energy (zero: lowest compared OMol25 entry of this formula, charge and spin) ... 0.0 kcal per mole
Multiplicity ... 1
E_LUMO ... 4.80 eV
Net charge ... -2
Orbital gap ... 0.229 hartree



A molecular structure, C34H36Cl2N4O4PS2Tm. Source: the Open Molecules 2025 dataset; level of theory: the ωB97M-V functional and the def2-TZVPD basis.

Cartesian coordinates (Å):
H: 3.363 4.258 4.348
C: 0.866 3.991 2.102
C: -0.882 -4.633 0.283
O: -2.015 3.047 -1.306
C: -0.009 -3.871 1.071
C: 0.631 2.749 -6.291
H: -3.200 5.511 -2.697
C: 1.199 0.601 -4.593
C: -2.003 -1.799 1.329
H: -5.100 4.140 -3.325
H: 3.272 0.410 2.606
C: 2.178 1.083 -5.430
O: -1.046 0.036 0.075
C: -1.335 -3.758 3.524
H: 6.358 0.322 -1.287
H: 0.476 -3.700 4.808
H: -2.308 -0.889 1.832
C: -3.186 -4.947 4.497
H: -3.716 1.443 -0.396
C: -1.452 -1.217 -0.060
S: -1.169 0.523 -3.416
C: -5.307 3.214 -2.780
H: 3.191 0.638 -5.477
C: -0.462 -5.845 -0.275
H: -2.801 -2.574 1.158
P: -0.618 -2.611 2.298
N: 2.403 0.757 0.427
H: -6.243 3.314 -2.261
H: 2.644 2.473 -7.011
C: -0.265 2.342 -5.323
H: -1.683 4.728 -3.144
H: 4.916 -0.117 2.180
C: -0.584 -4.014 4.709
C: -2.650 -4.288 3.397
Cl: -1.443 2.487 2.083
H: -3.200 4.363 -4.009
C: -2.972 3.403 -2.023
C: 1.887 2.097 -6.310
H: 1.339 -0.299 -3.989
C: 0.919 -6.174 -0.182
C: -4.347 1.496 -1.302
N: 4.469 0.367 -0.370
H: 3.708 0.033 -2.347
C: 0.342 2.718 4.140
N: 3.937 -0.114 1.983
H: -1.223 2.912 -5.213
H: 2.897 -5.596 0.596
Cl: 3.395 5.165 1.888
H: 2.006 -3.604 1.781
C: 2.369 3.992 4.056
C: 3.707 0.778 -1.566
H: -3.230 -4.069 2.499
O: -1.432 -1.832 -1.102
H: 1.726 2.904 5.811
H: -5.370 1.303 -0.901
C: 3.594 0.301 0.722
C: 1.807 -5.404 0.531
O: 1.437 1.676 -1.468
C: 0.003 3.195 2.863
N: -4.229 2.843 -1.892
H: -1.091 -6.352 -0.993
H: -1.966 -4.330 0.074
H: -0.622 -4.670 6.758
Tm: -0.438 1.936 -0.448
C: 5.867 0.040 -0.315
C: -0.043 1.251 -4.488
H: -5.418 2.356 -3.552
H: 4.068 1.716 -1.958
C: 2.391 1.045 -0.891
H: 1.338 -6.998 -0.752
C: 1.477 3.182 4.784
H: 6.056 -1.023 -0.093
H: -0.351 2.005 4.614
C: 2.116 4.357 2.738
C: -1.131 -4.651 5.807
H: -2.944 -5.429 6.542
H: 0.445 3.565 -6.982
S: 0.449 4.429 0.460
C: -2.428 -5.080 5.662
H: 6.316 0.553 0.510
H: -3.995 0.681 -1.960
C: -2.739 4.576 -3.005
H: -4.245 -5.166 4.491
C: 1.330 -4.250 1.147

Output
Relative energy (zero: lowest compared OMol25 entry of this formula, charge and spin) ... 0.0 kcal per mole
Multiplicity ... 3
⟨S²⟩ ... 2.002
E_LUMO (spin up / spin down) ... -0.07 / -0.07 eV
Orbital gap (spin up / spin down) ... 0.218 / 0.217 hartree



A molecular structure, C15H15IIrNO6. Source: the Open Molecules 2025 dataset; level of theory: the ωB97M-V functional and the def2-TZVPD basis.

Cartesian coordinates (Å):
H: 1.416 -0.712 -3.735
C: 0.338 -0.887 -3.683
H: 0.961 2.353 1.726
Ir: -0.129 0.782 -1.112
O: -2.001 0.355 -0.725
H: -1.825 5.031 0.985
O: 0.444 0.040 0.684
H: -0.164 -0.078 -4.201
C: 4.146 1.628 -1.607
H: 1.597 3.783 -2.411
H: -3.132 1.792 2.026
C: -0.044 -0.945 -2.225
C: 3.517 2.806 -2.044
C: 3.386 0.537 -1.233
O: -0.213 -1.944 -1.615
H: -2.794 4.149 2.168
C: -0.110 2.528 1.690
H: 4.123 3.655 -2.330
H: 5.223 1.563 -1.561
H: -1.142 1.303 3.203
C: -0.605 3.818 2.346
O: -3.664 -0.178 0.622
C: -1.901 4.102 1.546
H: 0.123 4.618 2.219
O: -0.470 -0.993 2.430
C: 2.133 2.901 -2.101
I: -1.233 2.255 -3.073
H: 3.791 -0.403 -0.887
C: -2.299 1.631 1.346
H: 0.109 -1.851 -4.133
H: -0.777 3.681 3.412
O: -0.533 2.709 0.310
C: -0.975 1.332 2.129
N: 2.060 0.670 -1.331
C: -0.336 -0.009 1.751
H: -2.471 3.060 -0.339
C: -2.712 0.519 0.405
C: -1.935 2.910 0.594
C: 1.497 1.744 -1.703

Output
Relative energy (zero: lowest compared OMol25 entry of this formula, charge and spin) ... 18.3 kcal per mole
Multiplicity ... 1
E_LUMO ... -1.51 eV
Orbital gap ... 0.272 hartree



A molecular structure, C8H22BrFeN2O2. Source: the Open Molecules 2025 dataset; level of theory: the ωB97M-V functional and the def2-TZVPD basis.

Cartesian coordinates (Å):
H: 1.307 -1.410 2.311
Fe: 1.785 2.015 -3.175
H: -4.290 1.757 -2.080
H: 3.944 -1.915 3.229
H: -4.321 1.645 -0.443
C: 0.930 -0.737 -0.388
H: 1.586 -1.518 -0.772
H: 4.976 -0.814 1.372
H: 0.852 -0.018 -1.203
C: -3.993 1.056 -1.300
C: -4.191 -1.178 -2.143
H: -0.793 1.983 -1.551
N: 3.610 -1.052 3.633
H: 2.497 -1.913 1.194
H: -4.820 -2.066 -2.082
C: 2.071 -1.015 1.642
H: -2.101 0.907 0.824
C: -1.900 0.322 -0.073
H: -0.810 0.346 -0.068
Br: 0.400 1.086 -2.136
N: -1.768 2.210 -1.418
H: -3.176 -1.514 -1.930
H: 2.670 0.665 2.674
H: 5.270 0.443 2.372
H: 4.236 0.804 0.977
H: -0.026 -1.192 -0.131
H: -2.298 -0.685 0.049
C: -2.448 0.925 -1.301
H: -2.178 0.234 -2.100
C: 4.459 0.067 1.749
C: 3.169 -0.279 2.455
O: 1.600 -0.088 0.686
O: -4.676 -0.196 -1.245
H: -4.281 -0.881 -3.188
H: -1.702 2.606 -0.491
H: 4.410 -0.599 4.051

Output
Relative energy (zero: lowest compared OMol25 entry of this formula, charge and spin) ... 203.8 kcal per mole
Multiplicity ... 9
⟨S²⟩ ... 20.019
E_LUMO (spin up / spin down) ... -2.84 / -8.66 eV
Net charge ... +1
Orbital gap (spin up / spin down) ... 0.185 / 0.109 hartree



A gas-phase ion, C3H5N2O3 (charge -1). Source: the Open Molecules 2025 dataset; level of theory: the ωB97M-V functional and the def2-TZVPD basis.

Cartesian coordinates (Å):
H: -0.097 -2.092 0.234
N: 0.807 0.874 0.213
O: 0.576 -0.423 -1.797
H: -1.079 -0.839 -0.614
C: -0.744 -1.258 0.303
O: 1.278 1.722 -1.835
N: -1.837 -1.690 1.168
H: 1.035 1.848 0.444
C: 0.917 0.690 -1.297
H: -2.707 -1.495 0.846
C: -0.111 0.096 0.941
H: -1.733 -2.375 1.852
O: -0.428 0.388 2.117

Output
Relative energy (zero: lowest compared OMol25 entry of this formula, charge and spin) ... 27.7 kcal per mole
Multiplicity ... 1
SMILES ... NCC(=O)NC(=O)[O-]
E_LUMO ... 3.98 eV
Net charge ... -1
Orbital gap ... 0.319 hartree



C5H7NOS in the gas phase. Source: the Open Molecules 2025 dataset; level of theory: the ωB97M-V functional and the def2-TZVPD basis.

Cartesian coordinates (Å):
H: 0.146 1.189 1.742
C: 0.403 0.179 1.438
C: 0.321 0.053 -0.025
C: -0.150 0.839 -0.992
O: 0.793 -1.032 -0.577
H: -0.635 1.773 -0.786
C: 0.129 0.144 -2.177
H: 0.034 -1.941 1.920
H: -0.315 -0.822 3.236
S: -0.286 0.579 -3.868
C: -0.371 -0.959 2.158
H: 1.506 0.062 1.606
N: 0.650 -1.019 -1.975
H: -1.405 -0.829 1.826
H: -0.820 1.783 -3.526

Output
Relative energy (zero: lowest compared OMol25 entry of this formula, charge and spin) ... 44.1 kcal per mole
Multiplicity ... 1
SMILES ... CCc1cc(S)no1
E_LUMO ... 0.78 eV
Orbital gap ... 0.368 hartree



A gas-phase ion, C5H8N (charge +1). Source: the Open Molecules 2025 dataset; level of theory: the ωB97M-V functional and the def2-TZVPD basis.

Cartesian coordinates (Å):
H: -3.343 -0.761 -1.334
C: 0.998 -0.254 -0.059
H: -3.181 0.487 0.026
H: 1.952 1.677 -0.100
H: -0.720 1.071 0.784
C: 2.305 0.583 -0.233
H: 2.399 -0.944 1.380
H: 1.914 0.652 1.923
C: -2.749 -0.199 -0.646
N: 2.018 0.014 1.015
C: -0.439 0.264 0.113
H: -1.018 -1.003 -1.518
H: 1.215 -1.268 -0.586
C: -1.350 -0.320 -0.766

Output
Relative energy (zero: lowest compared OMol25 entry of this formula, charge and spin) ... 147.6 kcal per mole
Multiplicity ... 1
E_LUMO (spin up / spin down) ... -6.51 / -5.37 eV
Net charge ... +1
Orbital gap (spin up / spin down) ... 0.216 / 0.335 hartree



Question: What is the formula in the eighth record?
Answer: C5H8N



What did the first record say?
A molecular structure, C15H29AgAsN3O7PS. Source: the Open Molecules 2025 dataset; level of theory: the ωB97M-V functional and the def2-TZVPD basis.

Cartesian coordinates (Å):
H: -2.237 -0.911 -0.101
O: -0.888 -0.090 -2.209
H: 0.463 -5.376 -0.797
H: 4.536 2.236 -0.708
C: 0.739 -2.574 -2.666
H: 2.666 -0.441 1.738
H: -2.078 -0.410 3.805
H: -3.627 2.111 1.850
C: 0.493 -3.395 -1.563
C: -2.966 2.206 -0.536
Ag: -0.278 0.903 -0.134
H: -3.862 2.827 -0.710
H: 3.290 3.515 -0.697
H: -4.395 0.757 0.227
H: -0.868 -0.870 2.615
H: -3.024 -1.483 1.869
H: -0.278 1.266 2.238
H: -2.362 2.230 -1.445
C: -2.792 -0.414 1.799
O: 1.327 2.156 1.062
H: 1.313 -2.533 -4.722
N: -1.040 1.149 2.892
H: 1.573 -4.979 -4.920
H: 4.805 2.274 2.123
H: -1.666 3.561 0.303
As: 0.602 -0.627 -2.672
N: -2.472 -0.070 0.418
C: 0.641 -4.772 -1.676
P: 2.776 1.793 0.881
O: 0.455 -3.778 0.994
O: 0.737 -0.353 -4.440
C: -3.433 0.751 -0.300
H: 1.486 0.251 -4.512
O: 1.932 0.155 -2.074
H: -3.144 3.770 2.085
C: 3.135 0.043 0.882
C: 3.466 2.441 -0.643
O: -1.500 -2.750 -0.041
C: -1.668 -0.154 2.818
H: 3.379 2.104 3.173
C: 3.746 2.509 2.230
O: 0.579 -1.484 0.180
C: 1.128 -3.167 -3.867
C: 1.269 -4.542 -3.976
H: 2.707 -0.381 -0.030
H: 4.215 -0.116 0.902
H: -2.433 2.300 3.924
C: -2.757 2.764 1.860
C: -1.817 2.355 3.016
N: -2.130 2.699 0.550
C: 1.025 -5.348 -2.876
H: -3.697 0.119 2.107
H: -3.614 0.314 -1.283
H: 2.946 1.922 -1.455
H: 3.609 3.591 2.237
H: 1.137 -6.424 -2.947
H: -1.103 3.169 3.173
S: -0.046 -2.801 0.046

Output
Relative energy (zero: lowest compared OMol25 entry of this formula, charge and spin) ... 0.7 kcal per mole
Multiplicity ... 1
E_LUMO ... 2.75 eV
Net charge ... -1
Orbital gap ... 0.287 hartree



Please write out number 5 again, unchanged.
A molecular structure, C8H22BrFeN2O2. Source: the Open Molecules 2025 dataset; level of theory: the ωB97M-V functional and the def2-TZVPD basis.

Cartesian coordinates (Å):
H: 1.307 -1.410 2.311
Fe: 1.785 2.015 -3.175
H: -4.290 1.757 -2.080
H: 3.944 -1.915 3.229
H: -4.321 1.645 -0.443
C: 0.930 -0.737 -0.388
H: 1.586 -1.518 -0.772
H: 4.976 -0.814 1.372
H: 0.852 -0.018 -1.203
C: -3.993 1.056 -1.300
C: -4.191 -1.178 -2.143
H: -0.793 1.983 -1.551
N: 3.610 -1.052 3.633
H: 2.497 -1.913 1.194
H: -4.820 -2.066 -2.082
C: 2.071 -1.015 1.642
H: -2.101 0.907 0.824
C: -1.900 0.322 -0.073
H: -0.810 0.346 -0.068
Br: 0.400 1.086 -2.136
N: -1.768 2.210 -1.418
H: -3.176 -1.514 -1.930
H: 2.670 0.665 2.674
H: 5.270 0.443 2.372
H: 4.236 0.804 0.977
H: -0.026 -1.192 -0.131
H: -2.298 -0.685 0.049
C: -2.448 0.925 -1.301
H: -2.178 0.234 -2.100
C: 4.459 0.067 1.749
C: 3.169 -0.279 2.455
O: 1.600 -0.088 0.686
O: -4.676 -0.196 -1.245
H: -4.281 -0.881 -3.188
H: -1.702 2.606 -0.491
H: 4.410 -0.599 4.051

Output
Relative energy (zero: lowest compared OMol25 entry of this formula, charge and spin) ... 203.8 kcal per mole
Multiplicity ... 9
⟨S²⟩ ... 20.019
E_LUMO (spin up / spin down) ... -2.84 / -8.66 eV
Net charge ... +1
Orbital gap (spin up / spin down) ... 0.185 / 0.109 hartree